1.
DFT (wB97M-V/def2-TZVPD) results for C10H21ClNO2P2SZr as an isolated structure at a distorted geometry.

## Properties
Frontier orbital gap: 4.56 eV
Total charge: +3
Strongest force on any atom: 6.75 eV/Å
E_HOMO: -18.7 eV

Each line ends with the Mulliken charge.
Element x y z (Å)
C (0.3839, -0.1775, -5.7700)  -1.01
C (0.1090, 0.2550, -4.3751)  0.73
H (1.4632, -0.2081, -5.9516)  0.30
H (-0.0995, 0.5192, -6.4622)  0.35
H (-0.0579, -1.1657, -5.9309)  0.35
O (0.9335, 0.5491, -3.5010)  -0.49
Cl (-1.6583, 0.3298, -4.0050)  -0.19
Zr (-0.0986, -0.0107, 0.7553)  0.85
P (-0.2240, 2.3405, 0.5823)  0.95
C (1.0432, 3.3613, 1.3667)  -1.23
C (-0.2277, 2.8503, -1.1567)  -1.18
H (-0.4190, 3.9271, -1.2307)  0.45
H (-1.8980, 4.0262, 1.0237)  0.43
H (-1.0062, 2.2934, -1.6924)  0.39
H (-2.6206, 2.4016, 0.7715)  0.43
H (2.0316, 3.1093, 0.9642)  0.41
H (0.7399, 2.6163, -1.6166)  0.41
C (-1.7979, 2.9564, 1.2381)  -1.18
H (0.8340, 4.4210, 1.1819)  0.43
H (-1.8383, 2.7928, 2.3213)  0.39
H (1.0588, 3.1763, 2.4474)  0.40
P (-0.0177, -2.3628, 0.9151)  0.91
C (1.3265, -3.1476, 1.8318)  -1.19
C (-1.5371, -3.0140, 1.6595)  -1.16
H (-0.7849, -2.7063, -1.3376)  0.46
H (-0.0585, -4.1998, -0.6535)  0.42
H (0.9844, -2.8600, -1.2256)  0.42
C (0.0368, -3.1110, -0.7341)  -1.21
H (-2.4015, -2.6027, 1.1241)  0.43
H (-1.5437, -4.1082, 1.5964)  0.43
H (1.2104, -4.2374, 1.8015)  0.44
H (1.3194, -2.8099, 2.8748)  0.38
H (-1.5995, -2.7055, 2.7095)  0.37
H (2.2928, -2.8728, 1.3916)  0.40
C (1.6121, 0.1457, 1.8391)  0.21
O (2.5441, 0.2302, 2.4813)  -0.07
S (-0.0012, -0.0002, 5.7273)  0.03
C (0.0031, -0.0004, 4.1169)  0.45
N (-0.0369, -0.0011, 2.9213)  -0.72

2.
DFT (wB97M-V/def2-TZVPD) results for C10H21DyN3P as an isolated structure at a distorted geometry.

## Properties
Frontier orbital gap (spin up / spin down): 5.29 / 3.99 eV
Expectation value of S²: 9.770
Energy relative to the best compared isomer or geometry (same formula, charge and spin): 4.2 kJ/mol
Strongest force on any atom: 5.15 eV/Å
2S+1: 6
E_HOMO (spin up / spin down): -5.4 / -4.5 eV

Each line ends with the Löwdin spin population.
Element x y z (Å)
C (-1.0300, 1.3480, -3.7816)  0.01
C (-1.3345, 2.7151, -3.7376)  0.00
C (-0.1290, 3.4711, -3.6006)  0.00
C (0.9823, 2.5724, -3.5648)  0.00
C (0.5200, 1.2531, -3.6732)  0.01
Dy (-0.6209, -1.6366, -1.3937)  5.44
P (0.9913, -3.4563, -0.1601)  -0.29
H (-1.6983, 0.4976, -3.9085)  0.01
H (-2.3383, 3.1429, -3.7990)  0.00
H (-0.0642, 4.5554, -3.5398)  0.00
H (1.0993, 0.3324, -3.7253)  0.00
H (2.0273, 2.8712, -3.4833)  0.00
H (2.4279, -3.4662, -0.2393)  -0.06
H (0.7910, -4.7507, -0.7753)  -0.03
H (0.8655, -3.8999, 1.2023)  -0.03
C (-2.0865, -1.1509, 3.0769)  0.00
N (-0.8883, -0.4239, 2.6641)  -0.02
C (-0.1885, 0.3556, 3.6811)  0.00
C (-0.5584, -0.4036, 1.3798)  -0.02
N (-1.3878, -0.9843, 0.4797)  0.01
N (0.5994, 0.1840, 0.9305)  0.00
C (1.8605, -0.0915, 1.6306)  0.00
C (0.7380, 0.2335, -0.5579)  -0.01
H (-2.2303, -0.9663, 4.1443)  0.00
H (-1.9774, -2.2339, 2.9161)  0.00
H (-2.9792, -0.7962, 2.5398)  0.00
H (0.6158, -0.2277, 4.1501)  0.00
H (0.2218, 1.2734, 3.2482)  0.00
H (-0.9135, 0.6196, 4.4577)  0.00
H (-2.2820, -1.2785, 0.8791)  0.00
H (2.6851, 0.2384, 0.9886)  0.00
H (1.9021, 0.4920, 2.5538)  0.00
H (1.9925, -1.1649, 1.8442)  0.00
H (1.2602, -0.7348, -0.9315)  -0.02
H (-0.2696, 0.4685, -1.0282)  0.01
H (1.3966, 1.0419, -0.8673)  0.00

3.
DFT (wB97M-V/def2-TZVPD) results for C10H21FeNO6P as an isolated structure at a distorted geometry.

## Properties
Frontier orbital gap (spin up / spin down): 8.19 / 9.37 eV
Expectation value of S²: 1.150
Energy relative to the best compared isomer or geometry (same formula, charge and spin): 0.0 kJ/mol
Strongest force on any atom: 1.51 eV/Å
2S+1: 2
E_HOMO (spin up / spin down): -8.8 / -8.9 eV

Each line ends with the Löwdin spin population.
Element x y z (Å)
Fe (0.5397, 1.3746, -0.9989)  1.18
O (-1.3676, 0.7445, -1.8079)  0.00
C (-1.9044, 0.5274, -0.4857)  0.00
C (-2.2150, 1.8056, 0.3055)  0.00
N (-1.1019, 2.6342, 0.7340)  0.01
C (-0.8131, 3.9074, 0.0583)  0.00
C (-0.6585, 3.5777, -1.3949)  0.00
O (-1.6503, 3.5768, -2.1237)  -0.01
O (0.4858, 3.0689, -1.7349)  0.02
C (-0.3710, 2.3217, 1.9383)  0.00
C (0.9226, 1.5195, 1.7416)  0.00
O (1.3814, 0.8893, 2.6652)  0.01
O (1.4393, 1.5812, 0.5392)  0.02
H (-1.6623, 1.6157, -2.1823)  0.00
H (-0.8631, -1.1279, -0.0607)  0.00
H (-2.8137, -0.0712, -0.5654)  0.00
H (-2.7648, 1.4469, 1.1812)  0.00
H (-2.8842, 2.4234, -0.2944)  0.00
H (0.1193, 4.2980, 0.4569)  0.00
H (-1.6169, 4.6404, 0.1787)  0.00
H (-0.9913, 1.7371, 2.6195)  0.00
H (-0.0777, 3.2396, 2.4526)  0.00
C (1.2245, -4.3252, -0.9411)  0.00
P (0.3497, -3.0834, 0.0816)  0.00
C (-0.1862, -4.1229, 1.4909)  0.00
C (1.7766, -2.2462, 0.8685)  0.00
O (-0.9068, -0.1795, 0.2032)  -0.01
H (1.9549, -4.8694, -0.3403)  0.00
H (1.7388, -3.8261, -1.7633)  0.00
H (0.5123, -5.0298, -1.3710)  0.00
H (0.6409, -4.7285, 1.8659)  0.00
H (-1.0046, -4.7777, 1.1907)  0.00
H (-0.5444, -3.4772, 2.2935)  0.00
H (2.4765, -2.9771, 1.2789)  0.00
H (1.4361, -1.5853, 1.6687)  0.00
H (2.2969, -1.6288, 0.1434)  0.00
C (1.6736, 0.3679, -2.3353)  -0.19
H (1.0015, -0.4018, -2.7064)  -0.01
H (2.5428, -0.0016, -1.8051)  -0.01
H (1.8844, 1.1617, -3.0448)  -0.01

4.
DFT (wB97M-V/def2-TZVPD) results for an isolated ion of composition C10H21N2O2 and charge +1 at a distorted geometry.

## Properties
Frontier orbital gap (spin up / spin down): 6.68 / 6.70 eV
Expectation value of S²: 2.007
Total charge: +1
Energy relative to the best compared isomer or geometry (same formula, charge and spin): 0.0 kJ/mol
Strongest force on any atom: 9.60 eV/Å
2S+1: 3
E_HOMO (spin up / spin down): -9.1 / -13.6 eV

Each line ends with the Löwdin spin population.
Element x y z (Å)
C (-1.5463, 1.3970, 0.1687)  0.54
C (-0.8371, 2.7210, 0.2115)  0.08
C (0.6839, 1.8150, -1.2954)  0.00
C (0.5028, 0.3783, -0.8317)  0.02
C (2.9068, 0.2257, -0.1981)  0.01
C (1.3999, -1.6947, 0.2626)  0.01
C (1.2167, 0.3919, 1.6307)  0.00
C (-2.3778, -1.3090, 0.8553)  0.04
C (-1.9863, -1.4656, -1.5350)  0.06
C (1.4900, -0.1642, 0.2320)  0.02
N (-1.0050, 0.3098, -0.2908)  0.40
N (-1.5218, -0.9577, -0.2576)  0.49
O (0.4852, 2.7083, -0.2271)  0.00
O (-2.8014, 1.3610, 0.5910)  0.18
H (-1.4368, 3.4203, -0.4025)  0.02
H (-0.8264, 3.1043, 1.2403)  0.03
H (1.6982, 1.9808, -1.6549)  0.00
H (-0.0142, 2.0330, -2.1182)  0.00
H (0.5114, -0.2976, -1.6860)  0.00
H (3.6224, -0.2879, 0.4364)  0.00
H (3.0812, 1.2929, -0.0935)  0.00
H (3.1032, -0.0711, -1.2261)  0.00
H (2.1324, -2.0851, 0.9637)  0.00
H (0.4185, -2.0322, 0.5748)  0.00
H (1.6215, -2.1154, -0.7153)  0.00
H (1.9272, -0.0351, 2.3334)  0.00
H (0.2212, 0.1207, 1.9771)  0.00
H (1.3291, 1.4705, 1.6535)  0.00
H (-1.9406, -0.9482, 1.7832)  0.00
H (-3.4020, -0.9355, 0.7674)  0.02
H (-2.4099, -2.3963, 0.8921)  0.01
H (-1.3578, -1.1063, -2.3459)  0.00
H (-1.9265, -2.5517, -1.5082)  0.00
H (-3.0232, -1.1734, -1.7348)  0.02
H (-3.1232, 2.2112, 0.9220)  0.00

5.
DFT (wB97M-V/def2-TZVPD) results for C10H21N3PTi as an isolated structure at a distorted geometry.

## Properties
Frontier orbital gap (spin up / spin down): 2.58 / 5.80 eV
Expectation value of S²: 2.006
Total charge: -1
Energy relative to the best compared isomer or geometry (same formula, charge and spin): 16.1 kJ/mol
Strongest force on any atom: 2.10 eV/Å
2S+1: 3
E_HOMO (spin up / spin down): 0.3 / -3.0 eV

Each line ends with the Löwdin spin population.
Element x y z (Å)
C (0.9659, 0.5948, -1.4029)  0.00
C (0.4497, -0.0723, -2.5023)  0.00
C (0.0594, -1.4084, -2.6277)  0.00
C (0.0581, -2.3714, -1.5960)  0.00
C (0.4933, -2.2192, -0.2932)  -0.01
Ti (0.3101, -0.3610, 0.2004)  1.01
P (0.2472, 2.4535, 0.7432)  0.04
H (1.2843, 1.6396, -1.4768)  0.00
H (0.3494, 0.4850, -3.4478)  0.00
H (-0.2564, -1.7357, -3.6187)  0.00
H (0.4802, -3.0486, 0.4139)  0.00
H (-0.3056, -3.3568, -1.9130)  0.00
H (-0.9873, 3.0128, 1.2128)  0.01
H (0.5197, 3.3518, -0.3124)  0.01
H (1.1626, 3.0559, 1.6765)  0.02
C (-2.8050, -0.1450, 3.7160)  0.08
N (-1.3762, -0.1557, 4.0597)  0.01
C (-1.0814, -0.1335, 5.4858)  0.22
C (-0.4775, -0.2431, 3.0657)  0.03
N (-0.9560, -0.2728, 1.8118)  0.04
N (0.8590, -0.2915, 3.2524)  0.02
C (1.5464, -0.0341, 4.5093)  0.16
C (1.7017, -0.3870, 2.0396)  0.03
H (-3.3576, -0.1762, 4.6585)  0.02
H (-3.0733, -1.0312, 3.1156)  0.01
H (-3.0779, 0.7691, 3.1611)  0.02
H (-0.5324, -1.0295, 5.8020)  0.05
H (-0.5400, 0.7753, 5.7769)  0.06
H (-2.0410, -0.1344, 6.0077)  0.03
H (-1.9695, -0.1981, 1.7533)  0.01
H (2.6185, 0.0066, 4.3072)  0.02
H (1.2817, 0.9417, 4.9413)  0.06
H (1.3760, -0.8598, 5.2244)  0.04
H (1.5466, -1.3737, 1.4946)  0.01
H (1.6044, 0.5471, 1.3968)  0.01
H (2.7491, -0.3778, 2.3534)  0.01

6.
DFT (wB97M-V/def2-TZVPD) results for a 2-piece molecular cluster, C10H22B2F7N4O3P overall at a distorted geometry.

## Properties
Frontier orbital gap: 7.27 eV
Strongest force on any atom: 5.25 eV/Å
E_HOMO: -9.8 eV

Each line ends with the Mulliken charge.
Element x y z (Å)
C (1.5931, -1.4167, 2.9406)  -0.15
O (2.8349, -1.7510, 2.1685)  -0.42
C (2.9566, -0.6788, 1.1283)  0.41
C (2.5562, -1.3357, -0.3328)  -0.89
C (1.3828, -0.5233, -1.1434)  0.35
C (1.5558, 1.1066, -1.1668)  -1.09
C (0.5807, 1.9251, -0.1319)  0.24
P (1.8398, 2.9439, 0.8857)  0.30
N (2.7243, 3.8522, -0.1712)  -0.77
C (-0.2943, 2.8915, -1.1618)  -0.69
N (-1.7106, 2.3606, -1.1623)  -0.25
C (-1.6685, 1.0038, -0.4843)  -0.43
N (-2.3860, -0.1495, -0.6865)  0.48
C (-2.2461, -1.4366, 0.1251)  -0.27
B (-3.4384, -0.1983, -1.8144)  0.44
O (-4.6568, 0.6207, -1.5963)  -0.48
O (-3.1965, -1.0350, -3.0419)  -0.48
N (-0.5679, 1.2225, 0.5557)  0.74
C (-1.1174, 1.8206, 1.8298)  0.60
F (-1.2897, 3.2908, 1.8171)  -0.24
F (-2.5052, 1.2479, 2.0031)  -0.28
F (-0.3770, 1.4739, 3.0636)  -0.21
H (0.6487, -1.3001, 2.2403)  -0.13
H (1.3359, -2.3287, 3.6625)  0.30
H (1.8145, -0.4274, 3.5641)  0.21
H (4.0254, -0.2029, 1.1053)  0.29
H (2.0932, 0.0918, 1.3810)  -0.46
H (3.5109, -1.5350, -1.0195)  0.31
H (2.1285, -2.4225, -0.0852)  0.32
H (0.3547, -0.9018, -0.7335)  -0.46
H (1.4418, -0.9016, -2.2731)  0.33
H (2.6980, 1.3271, -0.9422)  0.41
H (1.3978, 1.4417, -2.3016)  0.27
H (2.7800, 2.1446, 1.6404)  0.17
H (1.2037, 3.8863, 1.7701)  0.11
H (2.5809, 4.8779, 0.0356)  0.24
H (0.2034, 3.2591, -2.1544)  0.39
H (-0.3532, 3.8891, -0.5106)  0.30
H (-1.9488, 2.3929, -2.1774)  0.40
H (-3.1026, -1.5709, 0.9169)  0.34
H (-1.2009, -1.5066, 0.6898)  -0.33
H (-2.2164, -2.3142, -0.6770)  0.44
H (-4.7100, 1.3159, -2.3177)  0.32
H (-2.2057, -1.1963, -3.0817)  0.34
B (-1.0100, -5.0508, -0.4712)  0.55
F (-2.3504, -4.5262, -0.2672)  -0.43
F (-0.6089, -5.8220, 0.6941)  -0.39
F (-0.9982, -5.9068, -1.6463)  -0.39
F (-0.0825, -3.9482, -0.6655)  -0.32